C9H6O3 | ωB97M-V with the def2-TZVPD basis set

```
18
Properties=species:S:1:pos:R:3:lowdin_charge:R:1
O 1.94279 -3.59682 -0.49480 0.122
C 1.17164 -2.68804 -0.32325 -0.415
C -0.18967 -2.67552 0.11654 0.022
C -0.88753 -1.54221 0.52265 -0.019
C -0.43922 -0.34441 0.13144 -0.188
C -1.08048 0.91021 0.54153 0.069
C -0.57326 2.14407 0.21419 -0.360
O -1.25127 3.30163 0.51453 0.006
C 0.60656 2.23151 -0.54374 0.052
C 1.25030 0.97298 -0.85743 0.021
C 0.75072 -0.23795 -0.54426 -0.233
O 1.55379 -1.35280 -0.75221 0.086
H -0.63623 -3.72281 0.14629 0.143
H -1.85181 -1.87947 0.97241 0.144
H -2.08354 0.92709 1.05790 0.144
H -1.34851 3.50329 1.48785 0.141
H 0.91087 3.28314 -0.74677 0.131
H 2.15485 0.76611 -1.44286 0.134
```

Properties
- Gap between HOMO and LUMO: 8.1291 eV
- Structure (SMILES): O=c1ccc2cc(O)ccc2o1
- Charge: 0
- Relative energy (zero: lowest compared OMol25 entry of this formula, charge and spin): 1.434 eV
- Energy: -15571.164 eV


C5H4N2 | ωB97M-V with the def2-TZVPD basis set

```
11
Properties=species:S:1:pos:R:3:lowdin_charge:R:1
C -1.21587 1.52025 -0.16848 -0.010
C 0.10668 1.42065 0.26710 -0.113
C 0.74420 0.26338 -0.16518 -0.105
C 0.21039 -1.04163 -0.32034 -0.137
N -0.98740 -1.45240 0.08155 0.109
C -1.89815 -0.55049 0.25460 -0.201
N -2.08516 0.63241 -0.39354 0.037
H 0.41900 2.36881 0.67506 0.088
H 1.78246 0.20402 -0.42614 0.085
H 0.91152 -1.72986 -0.74125 0.097
H -2.69894 -0.57471 1.07134 0.148
```

Properties
- Gap between HOMO and LUMO (spin up / spin down): 7.3448 / 7.2892 eV
- Structure (SMILES): C1=CC=CN=CN=1
- Charge: 0
- Relative energy (zero: lowest compared OMol25 entry of this formula, charge and spin): 4.097 eV
- Energy: -8225.397 eV


C16H16N4O3S | ωB97M-V with the def2-TZVPD basis set

```
40
Properties=species:S:1:pos:R:3:lowdin_charge:R:1
O 1.86640 1.76553 -2.06590 0.065
C 2.08100 1.32255 -0.94599 -0.389
C 1.70666 2.14993 0.21489 -0.170
C 1.26574 3.44974 0.14740 0.011
C 0.91232 3.82205 1.45971 -0.049
C 1.15142 2.72621 2.23283 -0.109
O 1.62971 1.71578 1.49640 0.015
N 2.67455 0.11025 -0.77277 -0.039
C 2.84914 -0.60259 0.46876 -0.125
C 1.63287 -1.49375 0.71662 -0.158
N 1.45406 -2.40813 -0.40748 -0.148
C 0.33169 -3.30133 -0.21408 -0.102
C -0.99759 -2.61530 -0.23964 -0.313
N -1.28614 -1.44505 0.23656 0.183
C -2.59751 -1.27128 -0.11488 -0.372
C -3.29876 -0.06802 0.20039 -0.468
C -4.60872 0.25148 -0.04026 -0.107
C -4.93303 1.54552 0.40213 -0.182
C -3.87187 2.18707 0.96578 -0.406
S -2.45049 1.23004 0.97302 1.059
N -3.08281 -2.29987 -0.76548 0.142
O -2.04327 -3.17894 -0.85514 0.046
C 1.37531 -1.70567 -1.68261 -0.150
C 2.60740 -0.82201 -1.87925 -0.118
H 1.21176 4.04193 -0.74211 0.120
H 0.53120 4.76849 1.78340 0.103
H 1.02416 2.54658 3.28245 0.125
H 2.99294 0.08325 1.29956 0.117
H 3.74398 -1.22474 0.36401 0.129
H 1.79034 -2.09534 1.61502 0.128
H 0.75058 -0.85699 0.86525 0.102
H 0.45301 -3.80287 0.75188 0.136
H 0.33492 -4.06135 -1.00061 0.134
H -5.29159 -0.42806 -0.51546 0.116
H -5.91022 1.98319 0.30553 0.102
H -3.84202 3.17575 1.37912 0.061
H 1.31969 -2.45212 -2.47895 0.130
H 0.48488 -1.05846 -1.74165 0.131
H 2.52217 -0.25594 -2.80716 0.123
H 3.51613 -1.42757 -1.89129 0.129
```

Properties
- Gap between HOMO and LUMO: 9.2548 eV
- Structure (SMILES): O=C(c1ccco1)N1CCN(Cc2nc(-c3cccs3)no2)CC1
- Charge: 0
- Relative energy (zero: lowest compared OMol25 entry of this formula, charge and spin): 3.543 eV
- Energy: -39788.204 eV


C3H10NO4PS2 | ωB97M-V with the def2-TZVPD basis set

```
21
Properties=species:S:1:pos:R:3:lowdin_charge:R:1
C 2.73612 -1.53532 1.21649 -0.317
C -2.27832 1.98711 0.64086 -0.172
C -0.25092 -2.39539 -0.73291 -0.219
N -1.11233 0.54693 -1.29787 -0.202
O -1.42454 2.85855 -1.65411 -0.297
O 0.18769 2.33536 0.10768 -0.290
O -1.27244 -0.52223 0.89351 -0.335
O 0.91882 -0.08472 -0.08108 -0.635
P 2.34465 -0.96128 -0.50115 0.880
S -1.05593 2.06837 -0.53664 0.518
S -0.50032 -0.74473 -0.29275 0.673
H 1.79915 -2.17774 1.26654 0.026
H 2.61325 -0.67407 1.86863 0.031
H 3.58447 -2.25077 1.42041 0.058
H -1.95971 2.69724 1.51809 0.122
H -3.20235 2.43021 0.08803 0.110
H -2.34968 0.91664 0.98915 0.052
H -1.12287 -2.95346 -0.76037 -0.018
H 0.19862 -2.51552 -1.71050 0.000
H -0.76955 0.64678 -2.18013 0.042
H 2.91618 0.32804 -0.26189 -0.028
```

Properties
- Gap between HOMO and LUMO: 9.9109 eV
- Charge: 0
- Relative energy (zero: lowest compared OMol25 entry of this formula, charge and spin): 4.376 eV
- Energy: -43907.728 eV


C20H25N2O2 | ωB97M-V with the def2-TZVPD basis set

```
49
Properties=species:S:1:pos:R:3:lowdin_charge:R:1
C 0.09993 6.08320 0.37711 -0.077
O -0.97716 5.37652 0.93861 -0.048
C -0.83511 3.99089 0.90862 -0.192
C 0.29093 3.31445 0.40766 0.008
C 0.37870 1.95194 0.47728 -0.020
C -0.65958 1.17340 1.04031 -0.217
C -0.53316 -0.22951 1.20132 0.114
C 0.70272 -0.89385 1.39105 -0.131
C 0.90708 -2.32248 1.46606 -0.117
C 0.08316 -3.40651 1.15543 -0.009
C 0.56156 -4.67829 1.35537 -0.056
C 1.84281 -4.89268 1.87498 -0.054
C 2.67125 -3.84003 2.18005 0.006
C 2.20655 -2.53881 1.96097 -0.136
N 2.80142 -1.27773 2.15160 -0.036
C 4.08046 -1.03233 2.81082 0.024
C 1.90770 -0.30567 1.79655 0.060
C -1.81776 1.85586 1.47731 0.010
C -1.88879 3.21968 1.42534 0.028
H -0.08935 7.15185 0.48776 0.107
H 1.02586 5.83190 0.89641 0.098
H 0.17986 5.84067 -0.68334 0.103
H 1.09643 3.86800 -0.03903 0.110
H 1.23470 1.45023 0.05945 0.116
H -1.42983 -0.81415 1.32096 0.137
H -0.89749 -3.22926 0.74939 0.114
H -0.05599 -5.52265 1.09876 0.113
H 2.18398 -5.90146 2.03783 0.115
H 3.65788 -4.00505 2.57924 0.111
H 4.56967 -1.96884 3.06362 0.092
H 4.73291 -0.45636 2.15946 0.104
H 3.91433 -0.46579 3.72493 0.105
H 2.07821 0.74486 1.95046 0.144
H -2.63453 1.28809 1.88940 0.127
H -2.75923 3.73841 1.78864 0.132
C -3.65821 -0.37570 -4.34197 -0.046
C -2.34968 -1.02800 -3.91558 -0.453
O -1.52155 -1.27588 -5.04819 -0.048
C -1.58765 -0.19099 -2.87944 -0.260
N -0.34623 -0.82298 -2.48495 0.004
H -4.32520 -0.21115 -3.49553 0.079
H -3.46025 0.58745 -4.81206 0.084
H -4.17846 -0.99295 -5.07412 0.084
H -2.57078 -2.01477 -3.47289 0.136
H -0.59469 -1.41756 -4.74493 0.094
H -1.35864 0.78761 -3.31497 0.124
H -2.22401 -0.00384 -2.00808 0.105
H 0.05172 -0.35484 -1.67901 0.040
H -0.50652 -1.78488 -2.20866 0.072
```

Properties
- Gap between HOMO and LUMO: 6.5555 eV
- Charge: +1
- Relative energy (zero: lowest compared OMol25 entry of this formula, charge and spin): 1.592 eV
- Energy: -28213.856 eV


C5H6BrNS | ωB97M-V with the def2-TZVPD basis set

```
14
Properties=species:S:1:pos:R:3:lowdin_charge:R:1
C 1.10768 -1.99439 0.65345 -0.211
C 2.22535 -1.98004 -0.18499 -0.398
C 0.80797 0.00714 -0.19063 -0.528
C -1.16091 1.49611 0.04162 -0.074
C 0.12534 1.10567 -0.57824 -0.088
N 0.37161 -0.91720 0.66881 0.051
S 2.40874 -0.49702 -0.95338 0.874
Br 4.81068 0.42548 0.20022 -0.172
H 0.83266 -2.83325 1.26786 0.115
H 2.93219 -2.77266 -0.32505 0.071
H -1.21156 2.58023 0.14298 0.083
H -1.26674 1.01868 1.01106 0.077
H -1.99779 1.18752 -0.58565 0.091
H 0.55001 1.75407 -1.32998 0.110
```

Properties
- Gap between HOMO and LUMO (spin up / spin down): 7.2355 / 5.5930 eV
- Charge: 0
- Relative energy (zero: lowest compared OMol25 entry of this formula, charge and spin): 1.566 eV
- Energy: -87648.173 eV